# 1
Computed, not measured: a structure of composition C22H20AsF3MgN2O8S, with the ωB97M-V functional and the def2-TZVPD basis.

XYZ file:
```
58
Properties=species:S:1:pos:R:3:forces:R:3
Mg 0.502 0.369 1.220 -0.8873 -0.9405 0.0139
O 0.522 3.031 4.287 -0.0835 -0.0118 0.1465
As -0.203 3.224 2.697 0.0547 -0.5031 -0.0160
O -1.269 4.465 2.770 0.0522 0.0531 -0.1457
O -0.790 1.760 2.117 0.5083 0.3442 0.0681
C 1.298 3.686 1.527 -0.1145 0.0272 -0.0161
C 1.036 4.791 0.723 0.0316 0.0135 -0.0811
C 1.908 5.163 -0.292 -0.0737 0.0390 0.0561
C 3.052 4.418 -0.518 0.0776 -0.0637 -0.0223
C 3.333 3.322 0.284 -0.0155 0.0331 -0.0828
C 2.468 2.954 1.305 0.2390 0.0436 0.1134
S 3.066 1.621 2.370 -0.5776 0.1794 -0.1201
O 3.648 2.313 3.498 0.0719 -0.1419 0.2263
O 3.950 0.826 1.559 0.2047 0.0390 0.0324
O 1.821 0.886 2.760 0.3398 0.2825 -0.3551
H 1.164 2.304 4.253 -0.0385 -0.0159 -0.0891
H 0.123 5.347 0.906 0.0006 -0.0016 0.0063
H 1.685 6.025 -0.910 -0.0137 -0.0037 -0.0002
H 3.731 4.685 -1.320 -0.0008 -0.0025 0.0015
H 4.219 2.723 0.118 -0.0060 0.0033 0.0183
N 0.279 1.545 -0.715 -0.0831 0.1475 0.1184
C -0.837 1.812 -0.874 0.1502 -0.2346 -0.1150
N -2.083 2.172 -1.123 -0.0899 0.0358 -0.0659
C -2.810 1.437 -2.173 0.1529 0.1310 0.1273
C -3.955 2.323 -2.621 -0.0510 0.0098 0.0462
O -4.818 2.644 -1.544 0.0008 -0.0634 -0.0803
C -4.111 3.311 -0.504 -0.0367 0.0360 0.0696
C -2.947 2.503 0.026 0.0314 0.0385 -0.0358
H -3.162 0.491 -1.765 -0.0339 -0.1050 0.0528
H -2.130 1.232 -3.000 0.0103 0.0361 -0.0031
H -4.563 1.808 -3.367 -0.0033 -0.0076 0.0069
H -3.559 3.250 -3.063 0.0132 -0.0425 0.0083
H -4.832 3.483 0.294 0.0204 0.0255 -0.0034
H -3.753 4.282 -0.875 0.0195 -0.0162 0.0105
H -3.274 1.573 0.496 -0.0283 0.0017 0.0034
H -2.383 3.075 0.761 -0.0322 -0.0185 -0.0256
C -2.041 -1.947 1.925 0.1983 -0.0209 0.0004
C -1.434 -0.918 0.929 -0.1132 0.2655 0.1932
O -2.153 -0.768 -0.071 0.0277 0.1298 -0.1614
H -2.956 -1.499 2.326 -0.0104 -0.0025 0.0119
H -1.372 -2.185 2.755 0.0223 0.0155 -0.0306
H -2.310 -2.865 1.390 -0.0321 -0.0041 -0.0152
F 0.614 -8.323 -2.769 0.0053 -0.0225 -0.0136
C 1.712 -8.004 -2.036 0.0022 0.1305 0.0920
F 2.764 -8.208 -2.869 -0.0139 -0.0208 -0.0067
F 1.801 -8.949 -1.074 -0.0019 0.0026 -0.0328
C 1.670 -6.617 -1.492 0.0121 -0.1529 -0.0759
C 1.466 -6.377 -0.139 -0.0270 0.0530 0.0929
C 1.412 -5.080 0.339 0.0021 -0.0561 0.0047
C 1.559 -3.979 -0.520 0.0021 0.1917 -0.0366
C 1.749 -4.248 -1.890 0.0106 -0.0750 -0.0012
C 1.806 -5.541 -2.366 -0.0049 0.1007 -0.0211
C 1.516 -2.645 -0.042 0.1058 -0.1509 -0.0583
C 1.460 -1.482 0.347 -0.0222 0.3277 0.2047
H 1.347 -7.206 0.547 0.0145 -0.0118 -0.0191
H 1.251 -4.891 1.392 0.0056 -0.0077 0.0003
H 1.853 -3.408 -2.564 0.0053 -0.0021 -0.0047
H 1.959 -5.716 -3.424 0.0025 -0.0369 0.0084
```
Positions in Å, forces in eV/Å.

For the energy above the lowest of the compared OMol25 structures with the same formula, charge and spin, the calculation gives 8.13 kcal per mole. The value obtained for the HOMO energy is -0.9 eV. The value obtained for the LUMO energy is 4.36 eV. Its total charge is -2.

=====

# 2
Computed, not measured: a cluster of 14 separate species, C22H20BCl52O3 in total, with the ωB97M-V functional and the def2-TZVPD basis.

XYZ file:
```
98
Properties=species:S:1:pos:R:3:forces:R:3
C 4.378 0.655 -1.658 0.0887 -0.5223 -0.0864
O 4.754 1.596 -0.683 0.0450 0.3615 -0.4905
C 3.710 2.477 -0.257 -0.0366 -0.1816 0.5007
C 4.304 3.836 0.097 0.1983 -0.1800 -0.1397
C 4.312 4.891 -1.022 -0.0906 0.2083 0.3037
C 3.004 5.131 -1.781 0.0050 0.2650 -0.2416
C 1.903 5.885 -1.028 -0.0534 -0.3131 -0.2318
C 1.263 5.097 0.131 -0.4635 0.3218 0.2088
C -0.191 4.683 -0.155 0.4773 -0.8417 0.0879
C -0.242 3.525 -1.163 -0.4674 0.8530 -0.8581
B -1.541 2.873 -1.488 0.4250 0.0804 0.2270
O -2.295 2.157 -0.494 -0.3228 0.2914 0.2960
O -2.152 2.825 -2.788 0.0593 -0.9913 0.2836
H 3.646 1.020 -2.384 -0.0432 0.2045 0.2292
H 3.989 -0.261 -1.189 -0.1565 0.0825 -0.0852
H 5.274 0.374 -2.214 -0.0816 0.0422 -0.0100
H 2.916 2.531 -1.008 0.0669 0.0481 -0.0310
H 3.247 2.050 0.642 0.0172 0.0168 -0.1384
H 5.344 3.645 0.384 -0.0773 0.0246 0.1102
H 3.801 4.215 0.989 -0.0309 0.0765 -0.1013
H 4.585 5.845 -0.547 0.0957 -0.0467 -0.1030
H 5.119 4.673 -1.730 -0.1357 -0.1448 0.0102
H 3.262 5.722 -2.671 -0.0242 -0.0746 0.0306
H 2.568 4.201 -2.157 0.1044 -0.0281 0.0534
H 2.274 6.866 -0.705 0.0847 -0.1363 0.0910
H 1.113 6.093 -1.760 0.0431 0.0409 0.0804
H 1.305 5.707 1.046 0.1156 -0.1164 0.0117
H 1.783 4.153 0.302 0.0906 0.1488 0.1373
H -0.752 5.569 -0.504 0.0528 0.0140 0.1197
H -0.647 4.358 0.791 -0.0287 0.3097 -0.1481
H 0.221 3.874 -2.108 -0.0184 0.1042 0.0626
H -2.169 1.227 -0.685 -0.2257 -0.1645 -0.0451
H -1.473 2.625 -3.432 0.1450 0.3986 -0.2699
C 0.504 -0.717 -1.550 0.0466 0.1801 0.1077
Cl 0.891 0.293 -2.940 -0.0466 -0.0315 -0.0861
Cl 1.020 0.070 -0.072 -0.0177 -0.1893 -0.0938
Cl -1.255 -0.987 -1.500 0.0239 0.0170 -0.1962
Cl 1.306 -2.288 -1.707 0.3105 0.2083 0.0318
C -0.378 -5.321 -4.281 0.0301 -0.0099 0.0718
Cl -0.461 -5.105 -6.034 -0.0091 -0.0061 -0.0195
Cl -1.431 -6.661 -3.807 0.0049 0.0141 -0.0399
Cl 1.290 -5.702 -3.817 0.0183 -0.0032 -0.0088
Cl -0.882 -3.851 -3.468 -0.2465 -0.1068 -0.1544
C 0.383 2.224 3.295 -0.2021 0.0096 -0.0916
Cl -0.379 1.412 4.683 0.0382 -0.0264 0.0117
Cl -0.625 2.113 1.879 -0.1507 -0.0691 0.1441
Cl 0.631 3.937 3.711 -0.0206 -0.0913 -0.0216
Cl 1.947 1.453 2.969 -0.0638 -0.1389 0.0526
C -5.378 4.659 -0.646 0.2081 -0.0074 0.0400
Cl -6.789 5.023 0.374 -0.0593 0.0041 0.0026
Cl -5.265 5.898 -1.918 0.0718 -0.0298 0.0572
Cl -3.918 4.694 0.319 0.0144 0.0750 0.0395
Cl -5.569 3.072 -1.375 -0.0343 0.0174 -0.0475
C -0.375 -3.716 1.981 0.0108 0.0298 -0.0037
Cl 0.344 -4.572 0.615 -0.0417 -0.1440 0.0579
Cl -1.014 -4.896 3.136 0.0044 -0.0139 0.0437
Cl 0.849 -2.722 2.770 0.0061 0.0275 -0.0006
Cl -1.682 -2.682 1.400 -0.0043 -0.0559 0.1379
C 5.489 3.627 4.280 -0.0289 -0.0077 0.0062
Cl 6.121 4.948 3.299 0.1000 -0.0654 -0.1121
Cl 6.223 3.699 5.893 0.0124 -0.0163 0.0145
Cl 3.741 3.782 4.417 0.2274 0.1780 0.0774
Cl 5.886 2.082 3.520 -0.0115 0.0041 -0.0239
C 8.841 -0.541 -0.835 -0.0395 -0.0207 0.0220
Cl 8.708 -1.842 -2.031 0.0012 -0.0152 -0.0127
Cl 7.271 0.194 -0.577 0.2129 0.0762 0.1564
Cl 9.454 -1.215 0.684 0.0076 -0.0079 0.0182
Cl 9.982 0.674 -1.430 0.0204 0.0147 -0.0080
C -9.384 4.628 -4.243 0.0205 -0.0230 0.0357
Cl -7.919 5.002 -3.351 -0.1436 0.0062 -0.1172
Cl -9.350 2.940 -4.770 -0.0020 -0.0146 -0.0056
Cl -10.799 4.886 -3.210 -0.0169 0.0042 0.0098
Cl -9.506 5.678 -5.664 -0.0051 0.0143 -0.0188
C -5.151 -6.276 3.099 0.0966 0.1392 -0.0246
Cl -4.822 -7.688 2.089 0.0215 -0.0762 0.0681
Cl -6.888 -6.137 3.371 -0.0344 -0.0320 0.0103
Cl -4.329 -6.421 4.668 0.0539 0.0751 -0.1495
Cl -4.547 -4.844 2.276 -0.0664 0.0882 -0.0139
C -5.878 -10.980 5.310 0.0427 0.0366 -0.1163
Cl -4.707 -12.205 4.824 -0.0429 -0.1998 0.1955
Cl -6.427 -11.287 6.960 0.0234 0.0058 -0.0070
Cl -5.117 -9.391 5.208 -0.1043 -0.1311 0.1237
Cl -7.261 -11.027 4.209 -0.0369 -0.0099 -0.0037
C 5.784 9.095 4.031 0.0066 -0.0326 -0.0367
Cl 6.250 8.597 2.401 0.0073 -0.0020 -0.0204
Cl 4.920 7.781 4.817 -0.0955 0.0805 0.1078
Cl 7.236 9.491 4.960 0.0177 0.0052 0.0105
Cl 4.746 10.521 3.934 -0.0091 0.0143 0.0003
C -5.052 -8.546 -5.289 0.0359 0.0399 -0.0208
Cl -4.708 -10.015 -6.209 0.0024 -0.0182 -0.0098
Cl -6.794 -8.410 -5.029 -0.0203 -0.0006 0.0030
Cl -4.231 -8.625 -3.729 -0.0434 -0.0626 0.0716
Cl -4.475 -7.141 -6.184 0.0042 0.0110 -0.0101
C -2.862 -12.615 1.270 -0.0326 -0.0120 0.0146
Cl -1.921 -12.363 -0.201 0.0072 0.0028 -0.0068
Cl -3.322 -11.062 1.961 0.0676 0.1727 -0.1374
Cl -4.317 -13.542 0.890 -0.0180 -0.0140 -0.0050
Cl -1.890 -13.511 2.446 0.0118 -0.0175 0.0160
```
Positions in Å, forces in eV/Å.

The value obtained for the HOMO energy is -2.6 eV. The value obtained for the LUMO energy is 1.07 eV. Its total charge is -1.

=====

# 3
Computed, not measured: a structure of composition C22H20BF5N8PdSe, with the ωB97M-V functional and the def2-TZVPD basis.

XYZ file:
```
58
Properties=species:S:1:pos:R:3:forces:R:3
Pd 0.128 0.452 -0.196 -0.0060 -0.7467 0.4271
C 3.025 -0.531 -1.544 -0.0250 -0.1251 0.0873
C 2.595 -1.463 -0.458 -0.1112 -0.1247 0.2512
C 3.155 -2.674 -0.015 0.0647 0.0453 -0.0184
C 2.308 -3.115 0.978 0.0839 0.1046 0.0654
N 1.319 -2.212 1.124 -0.1183 -0.2761 -0.0683
N 1.497 -1.210 0.244 0.2814 0.2603 -0.4067
B 0.029 -2.299 1.998 -0.0287 0.2990 -0.2704
N -1.221 -2.232 1.070 0.0273 -0.2773 0.1071
C -2.299 -3.041 1.057 -0.0707 0.0710 -0.0035
C -3.148 -2.609 0.063 -0.0386 0.0213 0.0052
C -2.499 -1.500 -0.508 0.0178 -0.1108 0.1792
C -2.931 -0.610 -1.627 0.0511 -0.0300 0.1009
N -1.349 -1.292 0.116 -0.0592 0.2292 -0.2973
N -0.003 -1.057 2.928 0.0519 -0.1520 0.2284
C -0.014 -0.832 4.259 -0.0123 0.1149 0.1222
C -0.021 0.531 4.467 -0.0237 0.0956 0.0039
C -0.014 1.088 3.175 0.0368 -0.2028 -0.0242
C -0.018 2.510 2.709 -0.0188 -0.0962 0.0472
N 0.002 0.118 2.276 -0.0526 0.4048 0.1226
N 0.017 -3.652 2.723 -0.0085 0.0423 0.0478
C 0.031 -4.016 4.025 0.0270 -0.0449 0.0949
C 0.007 -5.388 4.088 -0.0160 -0.0486 -0.0149
C -0.022 -5.801 2.741 0.0170 0.0731 0.1411
C -0.057 -7.196 2.204 -0.0027 0.0979 -0.0810
N -0.015 -4.754 1.936 0.0050 -0.1483 -0.0838
H 4.045 -0.748 -1.863 -0.0027 0.0062 0.0094
H 2.959 0.502 -1.203 0.0248 0.0270 -0.0432
H 2.357 -0.630 -2.400 0.0374 0.0452 -0.0461
H 4.053 -3.154 -0.368 -0.0146 -0.0034 -0.0052
H 2.352 -4.001 1.584 -0.0607 -0.0144 0.0103
H -2.392 -3.869 1.739 0.0607 0.0075 0.0071
H -4.101 -3.032 -0.212 0.0168 0.0013 -0.0083
H -3.901 -0.923 -2.012 -0.0012 0.0072 -0.0166
H -2.198 -0.636 -2.435 -0.0303 0.0219 -0.0321
H -2.992 0.423 -1.285 -0.0165 0.0211 -0.0583
H -0.019 -1.615 4.994 -0.0137 0.1783 -0.0840
H -0.035 1.045 5.413 0.0015 -0.0152 -0.0044
H 0.083 3.211 3.537 -0.0002 -0.0272 0.0219
H -0.945 2.722 2.174 0.0154 0.0579 -0.0036
H 0.804 2.661 2.006 -0.0170 0.0783 -0.0155
H 0.059 -3.308 4.831 0.0122 -0.1612 -0.1312
H 0.008 -6.003 4.972 0.0034 0.0207 -0.0055
H -0.053 -7.917 3.020 -0.0009 -0.0314 -0.0112
H 0.808 -7.385 1.567 -0.0061 -0.0353 0.0074
H -0.951 -7.354 1.600 0.0056 -0.0361 0.0075
F 0.159 7.644 1.062 0.0107 0.1375 0.0470
C 0.069 6.452 0.462 -0.0072 -0.1956 -0.0564
C 1.197 5.841 -0.056 -0.0281 0.1092 0.0475
F 2.381 6.462 0.040 0.0718 0.0144 0.0088
C 1.092 4.607 -0.667 -0.3162 -0.3032 -0.0908
F 2.213 4.055 -1.142 0.1541 0.0755 0.0008
C -0.121 3.928 -0.795 0.0893 0.4787 0.4255
Se -0.255 2.255 -1.675 -0.1504 0.1590 -0.6925
C -1.232 4.577 -0.258 0.2671 -0.2698 -0.1547
F -2.434 3.995 -0.321 -0.1360 0.0597 0.0493
C -1.151 5.809 0.360 0.0189 0.0952 0.0242
F -2.245 6.398 0.864 -0.0595 0.0151 0.0298
```
Positions in Å, forces in eV/Å.

The value obtained for the HOMO energy (alpha / beta) is -4.4 / -4.5 eV. The value obtained for the LUMO energy (alpha / beta) is 2.69 / 2.69 eV. Its expectation value of S² is 0.75. Its total charge is -1. Its spin multiplicity is 2.

=====

# 4
Computed, not measured: a structure of composition C22H20BrN2NaO5S2Si, with the ωB97M-V functional and the def2-TZVPD basis.

XYZ file:
```
54
Properties=species:S:1:pos:R:3:forces:R:3
Na -1.404 0.745 1.285 -0.0314 0.1992 -0.1087
C -5.407 2.389 -3.550 0.0100 -0.0051 -0.0068
Si -6.031 0.984 -2.473 -0.0050 0.0007 0.0207
C -7.233 1.619 -1.178 -0.0101 0.0054 -0.0160
C -7.072 -0.107 -3.626 0.0009 -0.0003 -0.0050
C -4.677 -0.085 -1.767 0.0010 0.0143 -0.0017
C -4.567 -1.429 -2.094 -0.0032 -0.0073 -0.0089
C -3.569 -2.227 -1.543 0.0066 0.0051 0.0067
C -2.690 -1.624 -0.657 -0.0202 -0.0053 -0.0198
N -2.758 -0.338 -0.330 -0.0175 -0.0348 0.0207
C -3.726 0.451 -0.848 0.0098 -0.0226 0.0090
S -3.759 2.101 -0.338 -0.0355 -0.0160 -0.0255
H -6.244 2.958 -3.967 -0.0009 -0.0021 0.0042
H -4.817 1.994 -4.382 0.0002 0.0031 0.0001
H -4.774 3.053 -2.964 0.0015 0.0023 0.0034
H -8.030 2.204 -1.649 -0.0026 0.0003 0.0060
H -6.707 2.241 -0.455 0.0021 -0.0015 -0.0014
H -7.694 0.783 -0.645 0.0008 -0.0014 -0.0008
H -7.880 0.488 -4.062 -0.0004 -0.0019 -0.0015
H -7.528 -0.946 -3.093 0.0010 0.0000 0.0015
H -6.478 -0.514 -4.449 0.0001 0.0000 -0.0012
H -5.273 -1.872 -2.791 -0.0008 0.0016 0.0015
H -3.478 -3.278 -1.783 0.0009 -0.0006 0.0014
H -1.895 -2.184 -0.169 0.0023 0.0008 0.0008
O 2.522 0.613 0.675 0.0079 0.0084 0.0009
C 1.929 1.180 1.577 -0.0302 -0.0474 -0.0059
N 0.861 2.014 1.450 0.0065 0.0213 0.0329
S 0.420 2.653 2.843 0.0335 0.0185 0.0276
O -0.915 2.205 3.212 0.0103 -0.0080 -0.0090
O 0.634 4.080 2.927 0.0105 0.0062 0.0219
C 1.615 1.824 3.864 -0.0058 0.0054 -0.0079
C 1.843 1.883 5.225 -0.0031 -0.0006 -0.0025
C 2.840 1.065 5.742 0.0018 0.0003 0.0008
C 3.571 0.219 4.908 -0.0007 0.0001 0.0001
C 3.338 0.193 3.539 0.0041 0.0011 0.0013
C 2.352 1.017 3.027 0.0122 0.0039 0.0035
H 1.254 2.530 5.864 0.0024 -0.0010 0.0024
H 3.034 1.058 6.808 -0.0003 0.0005 0.0002
H 4.320 -0.433 5.341 0.0001 0.0010 0.0017
H 3.892 -0.455 2.872 -0.0025 0.0005 -0.0034
Br 1.888 -2.262 8.323 0.0011 0.0022 0.0030
C 1.222 -2.264 6.528 0.0043 -0.0115 -0.0004
C 1.530 -3.328 5.699 0.0025 0.0002 0.0084
C 1.053 -3.309 4.395 -0.0174 0.0098 -0.0164
C 0.304 -2.237 3.922 0.0315 -0.0026 -0.0048
C 0.023 -1.179 4.777 0.0044 0.0109 0.0174
C 0.468 -1.191 6.093 -0.0089 0.0062 -0.0143
C -0.202 -2.227 2.470 -0.0509 -0.0103 0.0232
O -0.125 -3.300 1.852 0.0189 0.0036 -0.0093
O -0.655 -1.124 2.080 0.0505 -0.1375 0.0463
H 2.127 -4.152 6.066 0.0006 -0.0001 -0.0006
H 1.250 -4.123 3.710 0.0065 -0.0048 0.0069
H -0.540 -0.337 4.392 -0.0026 -0.0063 -0.0078
H 0.250 -0.367 6.758 0.0032 -0.0037 0.0050
```
Positions in Å, forces in eV/Å.

For the energy above the lowest of the compared OMol25 structures with the same formula, charge and spin, the calculation gives 0.00 kcal per mole. The value obtained for the HOMO energy is -1.9 eV. The value obtained for the LUMO energy is 3.71 eV. Its total charge is -2.

=====

| no. | calculated total energy (eV) |
| --- | --- |
| 1 | -127771.945 |
| 2 | -681121.063 |
| 3 | -118153.738 |
| 4 | -140369.967 |